No. 1
Computed, not measured: the molecule C5H6N2O2 in a non-equilibrium geometry, with ωB97M-V/def2-TZVPD.

Structure (SMILES) ... [H]/N=C(/O)c1cnoc1C
Charge ... 0
Max |F| ... 2.354 eV Å⁻¹
Energy above the lowest of the compared OMol25 structures with the same formula, charge and spin ... 177.1 kJ/mol
E ... -12355.7852 eV

```
15
Properties=species:S:1:pos:R:3:forces:R:3
C 0.804514 1.098915 1.560740 -0.035 0.016 0.275
C 0.933518 0.293934 0.322855 -0.344 -0.476 -0.367
C 0.050210 -0.408850 -0.461530 0.416 -0.161 0.685
C 0.855056 -0.851549 -1.552225 0.170 -0.209 0.131
N 2.100262 -0.499400 -1.399456 -0.281 -0.134 -0.452
O 2.144693 0.217121 -0.225310 0.169 0.343 0.219
C -1.383259 -0.654494 -0.258586 -0.310 2.309 0.338
N -2.184506 -0.063528 0.540140 0.529 -0.637 0.046
H 0.159923 1.972122 1.386331 0.159 -0.211 0.051
H 0.361789 0.496290 2.366006 0.106 0.185 -0.166
H 1.791493 1.448640 1.881975 -0.237 -0.085 -0.075
H 0.554983 -1.417939 -2.431340 0.104 0.138 0.347
O -1.906326 -1.361834 -1.268866 -0.901 -0.032 -1.602
H -1.702504 0.503786 1.231071 0.077 -0.012 -0.114
H -2.579848 -0.773214 -1.691805 0.380 -1.034 0.683
```
Forces are in eV/Å.

Here are the Löwdin charges for atoms 1 to 5, given in e: number 1, C, carries 0.00; number 2, C, carries -0.26; number 3, C, carries -0.10; number 4, C, carries -0.07; number 5, N, carries 0.08


No. 2
Computed, not measured: the molecule C3H5NO2 in a non-equilibrium geometry, with ωB97M-V/def2-TZVPD.

Charge ... 0
Max |F| ... 1.400 eV Å⁻¹
Energy above the lowest of the compared OMol25 structures with the same formula, charge and spin ... 430.5 kJ/mol
E ... -8773.2332 eV

```
11
Properties=species:S:1:pos:R:3:forces:R:3
C -1.886578 -0.213818 -0.541019 -0.251 -0.638 -0.338
C -0.674985 0.456049 0.977417 0.536 0.464 0.718
O -0.880653 -0.751018 0.420574 -0.337 1.178 -0.678
O 0.555718 0.899276 0.742218 0.039 0.142 0.579
C 1.628252 0.122796 0.345962 0.368 -0.075 -0.054
N 2.717242 0.723530 0.177755 -0.288 -0.325 -0.001
H -2.840864 -0.035020 -0.039271 0.226 -0.192 -0.081
H -1.577291 0.713014 -1.061127 0.075 -0.541 0.358
H -1.903005 -1.023275 -1.251389 -0.430 -0.148 -0.395
H 1.415805 -0.942924 0.277511 0.064 0.113 -0.035
H 3.446363 0.051390 -0.048635 -0.002 0.023 -0.074
```
Forces are in eV/Å.

Here are the Löwdin charges for atoms 1 to 5, given in e: number 1, C, carries -0.06; number 2, C, carries -0.12; number 3, O, carries -0.14; number 4, O, carries -0.02; number 5, C, carries -0.26